No. 1
27
Properties=species:S:1:pos:R:3:forces:R:3 method="wB97M-V/def2-TZVPD" smiles=O.O.O.O.O.O.O.O.O lumo_ev=-0.34 e_above_lowest_kj_mol=440.1 orbital_gap_ev=9.8
O -16.732549 22.894116 7.681528 -0.9 -3.3 1.6
H -17.423526 22.369868 7.167219 1.4 1.1 0.9
H -16.569277 22.254892 8.504003 -0.4 2.2 -2.5
O -15.379050 19.479738 12.786041 -1.3 1.2 4.2
H -15.530479 20.120627 13.610452 0.8 -1.0 -3.0
H -15.571547 18.711107 13.371059 0.4 -0.3 -1.1
O -17.400865 24.740112 12.223027 0.6 -0.9 -1.8
H -17.112721 23.889443 11.808983 -0.2 0.9 0.0
H -17.427531 24.504688 13.121886 -0.1 -0.2 2.0
O -18.256483 19.922786 12.236304 -10.5 4.5 0.1
H -19.108922 19.859134 12.900256 4.2 -0.3 -2.3
H -17.504503 19.521767 12.342727 6.4 -4.2 2.2
O -16.891502 21.893696 10.734755 3.0 -1.5 2.4
H -17.639328 22.157470 10.300587 -3.2 1.7 -2.2
H -17.273066 21.310705 11.420098 0.3 0.1 -0.1
O -19.259419 25.525699 10.359586 -0.2 -2.1 -2.4
H -19.083570 24.657414 9.825952 -0.3 2.8 1.9
H -18.801101 25.362751 11.180453 0.5 -0.2 0.5
O -13.988002 21.791625 10.591128 1.5 -0.6 -2.5
H -13.505672 21.599318 9.660055 -2.6 0.7 3.3
H -14.974505 21.737467 10.585392 1.1 -0.1 -0.8
O -19.313673 22.676706 9.699829 0.6 2.0 0.2
H -19.485616 21.747275 9.750907 -1.0 -1.0 -1.0
H -19.707820 23.201985 8.974464 0.0 -1.5 0.4
O -19.347439 19.862732 9.080505 -1.4 1.0 -2.6
H -18.842283 19.876847 8.248224 -1.1 0.4 -0.5
H -18.627931 19.554693 9.535878 2.5 -1.5 3.3


No. 2
17
Properties=species:S:1:pos:R:3:forces:R:3 method="wB97M-V/def2-TZVPD" smiles="CC(C)(C=O)NC=O" lumo_ev=0.66 e_above_lowest_kj_mol=84.2 orbital_gap_ev=10.5
C 0.924282 -1.190769 0.462207 -0.1 0.4 0.0
C 0.230497 -0.001128 -0.193600 1.3 1.7 -0.5
C -0.673475 -0.403962 -1.361857 0.2 0.0 0.1
C 1.309619 1.024529 -0.721399 -0.3 -1.5 -1.2
O 2.413022 0.711037 -1.057418 0.2 0.1 0.3
N -0.428660 0.891905 0.735100 -1.0 -0.7 1.0
C -1.372589 0.448544 1.605940 0.0 0.2 0.0
O -2.101374 1.183397 2.224670 -0.3 0.2 0.3
H 1.433271 -0.875793 1.370729 0.0 0.0 0.1
H 1.679694 -1.578539 -0.218443 -0.1 -0.1 -0.1
H 0.211135 -1.972096 0.713623 0.0 -0.1 0.0
H -1.219637 0.447888 -1.765704 0.1 0.1 0.0
H -1.407825 -1.129660 -1.020266 -0.1 -0.1 0.0
H -0.079681 -0.849382 -2.157608 0.0 -0.1 -0.1
H 0.931323 2.044301 -0.935058 -0.1 0.1 0.3
H -0.431062 1.896532 0.605470 0.0 -0.2 -0.2
H -1.418542 -0.646804 1.713615 0.1 0.0 -0.1


No. 3
18
Properties=species:S:1:pos:R:3:forces:R:3 method="wB97M-V/def2-TZVPD" smiles="N[S@](=O)(=P)Oc1ccccn1" lumo_ev=0.58 e_above_lowest_kj_mol=112.4 orbital_gap_ev=8.6
N -2.153552 -0.354712 2.690265 0.8 -2.5 0.3
S -1.746211 -0.461422 1.059473 0.0 -2.2 3.3
O -2.550874 0.476517 0.355212 0.0 0.5 -0.4
P -1.610775 -2.502554 0.639365 -0.1 1.1 -0.3
O -0.228908 -0.000417 1.247672 1.3 1.1 0.1
C 0.621187 0.279989 0.177913 0.3 1.5 -1.4
C 0.184709 0.105830 -1.142431 3.0 0.6 1.8
C 1.085317 0.309462 -2.163264 1.3 -0.9 -1.2
C 2.399556 0.686718 -1.877525 -0.2 1.7 0.9
C 2.590143 1.108935 -0.540541 1.6 -0.3 -1.5
N 1.774582 0.904065 0.464710 -1.6 -1.0 0.9
H -1.946890 -1.160650 3.376077 -0.3 1.7 -2.2
H -2.584711 0.428534 3.113618 -0.2 1.1 -0.1
H -2.764188 -2.062081 -0.032479 -0.6 -0.7 -0.3
H -0.720355 -0.313034 -1.238461 -3.1 -1.2 -1.1
H 0.855304 0.000310 -3.188802 -0.3 0.4 0.4
H 3.238477 0.951990 -2.580240 -1.4 -0.7 0.5
H 3.557189 1.602521 -0.360561 -0.5 -0.2 0.5


No. 4
23
Properties=species:S:1:pos:R:3:forces:R:3 method="wB97M-V/def2-TZVPD" lumo_ev="-0.36 / -0.92" e_above_lowest_kj_mol=422.1 orbital_gap_ev="6.2 / 6.6"
C -3.227034 1.243331 0.168642 0.7 -2.9 -0.9
C -1.820684 1.097631 0.107432 -0.9 0.2 -0.1
C -4.133930 0.203811 -0.087736 -1.6 -0.7 0.5
C -1.169598 -0.111202 -0.122246 0.1 1.0 0.2
C 1.054228 0.946717 0.085427 0.4 -2.7 -1.4
C 0.738780 -1.432997 -0.579563 0.7 -3.9 -1.5
C 2.389726 0.489090 0.692453 -0.5 -0.8 0.8
C 1.974315 -1.756384 0.236362 -2.6 2.3 0.9
N 0.195327 -0.228668 -0.108907 -2.1 -0.3 0.0
O 2.853616 -0.708974 0.142494 2.4 0.1 -2.2
P -4.167243 -1.501818 -0.396796 0.4 1.0 0.1
H -3.653799 2.175742 0.334450 -0.4 1.6 0.4
H -1.384512 2.092425 0.220582 0.8 -0.7 0.0
H -5.206146 0.496043 0.052815 0.7 0.1 -0.2
H 0.435667 1.481041 0.750033 0.1 1.7 0.5
H 1.262312 1.321970 -0.954741 -0.3 0.5 1.1
H 1.016461 -1.454722 -1.686073 -0.2 0.5 1.0
H 0.129121 -2.457129 -0.500074 0.3 2.7 0.2
H 3.097203 1.261887 0.424580 0.5 0.0 0.6
H 2.401953 0.132810 1.752319 -0.7 1.8 0.0
H 1.605214 -1.725769 1.273552 0.1 -0.9 0.2
H 2.323101 -2.671427 -0.097599 1.5 -1.6 -0.3
H -1.732841 -1.065344 -0.315044 0.6 1.2 0.3


No. 5
20
Properties=species:S:1:pos:R:3:forces:R:3 method="wB97M-V/def2-TZVPD" smiles="CN=C(N)N.CC(=O)O" lumo_ev=0.60 e_above_lowest_kj_mol=160.4 orbital_gap_ev=9.3
C 0.099088 3.091557 -0.000251 0.3 1.0 2.2
N -0.436319 1.824157 0.440319 -0.4 -0.2 -1.2
C 0.284534 1.018915 1.098581 0.3 -0.9 0.6
N 1.517621 1.260500 1.752275 0.7 1.6 0.1
N -0.102857 -0.283111 1.382651 0.4 0.6 -0.4
H 1.146079 3.130441 0.322145 0.2 0.5 -0.7
H -0.391866 3.893531 0.575723 0.1 -0.2 0.2
H -0.021042 3.510252 -1.001464 -0.1 -1.3 -0.4
H 2.390249 0.787553 1.571938 -0.5 -0.8 -0.4
H 1.780254 2.237031 1.786122 -0.4 0.0 0.0
H -1.061422 -0.577591 1.376027 0.0 0.0 -0.3
H 0.555409 -0.804664 1.931995 -0.4 -0.1 0.3
C -1.461990 -2.508839 -2.023608 0.7 0.0 1.0
C -0.504075 -2.528398 -0.829424 0.1 -1.0 0.4
O -0.700193 -2.720862 0.340632 -0.9 -0.1 -0.5
O 0.766863 -2.289873 -1.253589 0.1 0.6 -0.7
H -1.847824 -3.483122 -2.344955 0.6 0.1 0.1
H -0.822779 -1.988800 -2.731715 -0.8 -0.2 -0.7
H -2.334009 -1.951504 -1.719094 -0.2 0.5 -0.1
H 1.144288 -1.617166 -0.674303 0.2 -0.3 0.5


No. 6
36
Properties=species:S:1:pos:R:3:forces:R:3 method="wB97M-V/def2-TZVPD" total_charge=+2 lumo_ev="-9.65 / -13.56" multiplicity=3 orbital_gap_ev="7.9 / 4.0"
O 3.781286 -2.981876 1.545365 0.6 6.0 3.1
S 3.974210 -1.549337 2.102142 -1.1 -2.0 -2.1
O 4.305433 -1.501437 3.641998 -0.5 -0.3 -3.3
O 5.118015 -0.825873 1.059929 -2.9 0.2 1.8
C 4.319946 -0.022294 0.117329 -0.3 -0.7 -1.2
Cl 5.216562 1.548755 -0.367216 -0.2 -1.8 0.0
C 2.833001 0.401375 0.755007 0.8 0.5 -2.9
C 1.635139 0.108524 -0.375284 0.6 -0.6 -0.6
C 0.771830 1.442697 -0.771958 1.5 0.5 0.3
C -0.171329 2.059152 0.410545 0.2 2.2 0.1
F -0.697963 3.372510 -0.120201 1.4 -4.4 1.8
F 0.588957 2.443612 1.656717 -1.8 -1.5 -3.9
C -1.408518 1.112556 0.909254 -1.1 0.5 3.5
F -0.972258 -0.244009 1.412243 -0.9 4.2 -2.0
F -1.969495 1.791078 2.138780 1.8 -2.3 -4.1
C -2.666683 0.986699 -0.133190 -2.1 2.4 -1.0
F -3.426213 2.288711 -0.024560 2.9 -4.3 -0.4
F -2.297510 0.855896 -1.560028 -0.7 0.2 4.4
C -3.759996 -0.185750 0.240483 -2.7 0.7 2.0
F -3.888189 -0.427391 1.725960 0.9 1.2 -5.1
F -5.104608 0.374208 -0.162015 4.6 -2.4 1.0
C -3.477214 -1.641628 -0.453979 -0.2 -3.0 1.3
F -3.941970 -2.674276 0.546431 1.7 3.4 -3.5
F -2.054534 -1.950525 -0.722258 -4.2 1.5 0.9
C -4.343830 -1.935643 -1.823059 -1.3 -2.3 -2.8
F -3.660646 -3.056520 -2.571075 -2.3 4.0 2.6
F -4.411311 -0.796309 -2.768248 0.1 -4.0 3.7
F -5.703293 -2.487535 -1.471209 5.1 2.6 -1.4
O 2.707244 -0.407653 1.981034 2.8 -1.6 -0.4
H 4.323006 -0.693796 -0.843241 -0.5 1.5 1.8
H 2.956402 1.566551 0.852216 -0.7 -2.4 1.1
H 0.988989 -0.841445 -0.111559 1.3 2.1 -0.2
H 2.239294 -0.194428 -1.359824 -1.4 0.7 2.0
H 0.223826 1.214693 -1.781537 0.5 0.5 2.3
H 1.575714 2.287335 -1.030032 -1.9 -1.6 0.7
Ni 6.396707 0.563373 -2.644960 -0.1 0.4 0.4


| no. | M (g/mol) |
| --- | --- |
| 1 | 162.135 |
| 2 | 115.132 |
| 3 | 190.164 |
| 4 | 169.164 |
| 5 | 133.151 |
| 6 | 563.341 |